ORCA calculation (wB97M-V/def2-TZVPD) on one molecule with the formula C4H8NO2S.

```
16
C4H8NO2S (wB97M-V/def2-TZVPD)
S 0.87 1.28 2.39
O -0.20 -0.60 -3.19
O 1.38 -0.72 -1.67
N -0.82 -0.87 -1.00
C 0.33 0.81 0.60
C -1.85 -0.42 1.25
C -0.58 -0.39 0.38
C 0.21 -0.67 -2.01
H -1.74 -0.49 -1.20
H -1.62 -0.76 2.27
H 0.09 -1.18 0.82
H 1.33 0.34 0.46
H -2.66 -0.89 0.70
H 0.36 1.81 0.17
H -2.23 0.63 1.45
H -0.16 0.82 3.18
```

## Properties
LUMO level (spin up / spin down) in eV: 0.65 / -3.80
Net charge: 0
Gap between HOMO and LUMO (spin up / spin down) in hartree: 0.362 / 0.198
Spin multiplicity: 2
HOMO energy (spin up / spin down) in eV: -9.20 / -9.19

Atom charges from the natural (NBO) analysis, given in e for atoms 1 to 6: atom 1 (S): -0.10, atom 2 (O): -0.24, atom 3 (O): -0.49, atom 4 (N): -0.65, atom 5 (C): -0.50, atom 6 (C): -0.63

=====

ORCA calculation (wB97M-V/def2-TZVPD) on C4H8NO2Sn as an isolated structure.

```
16
C4H8NO2Sn (wB97M-V/def2-TZVPD)
Sn 0.87 -2.93 1.76
O -0.50 0.55 3.00
O -0.46 -1.54 2.05
N 0.95 -0.19 -0.36
C 0.75 0.58 0.90
C -0.33 -0.44 -1.09
C -0.12 -0.15 2.02
C -0.83 0.94 -1.79
H -0.08 -1.16 -1.96
H -1.51 1.45 -1.02
H -1.33 0.78 -2.80
H 0.35 1.62 0.60
H 0.08 1.62 -1.98
H 1.82 0.77 1.33
H -1.18 -0.85 -0.42
H 1.51 -1.04 -0.23
```

## Properties
LUMO level in eV: -6.89
Net charge: +1
Gap between HOMO and LUMO in hartree: 0.238
Spin multiplicity: 1
HOMO energy in eV: -13.37

Atom charges from the natural (NBO) analysis, given in e for atoms 1 to 6: atom 1 (Sn): 1.63, atom 2 (O): -0.48, atom 3 (O): -1.00, atom 4 (N): -0.59, atom 5 (C): -0.36, atom 6 (C): -0.26

=====

ORCA calculation (wB97M-V/def2-TZVPD) on a 2-piece molecular cluster, C4H8NO3 overall.

```
16
C4H8NO3 (wB97M-V/def2-TZVPD)
O 2.69 -2.49 -0.30
O 2.13 -0.38 0.27
O -2.08 1.73 -1.01
N 0.13 1.38 -0.72
C -1.15 1.42 -0.29
C 1.87 -1.56 -0.12
C 0.41 -1.90 -0.44
C -1.31 1.17 1.19
H -0.67 0.39 1.58
H 0.06 -2.69 0.22
H -1.13 2.14 1.67
H -0.24 -1.04 -0.26
H 0.40 1.84 -1.57
H 0.34 -2.18 -1.49
H -2.36 1.02 1.40
H 0.92 1.16 -0.12
```

## Properties
LUMO level in eV: 3.69
Net charge: -1
Gap between HOMO and LUMO in hartree: 0.293
Spin multiplicity: 1
HOMO energy in eV: -4.29

Atom charges from the natural (NBO) analysis, given in e for atoms 1 to 6: atom 1 (O): -0.77, atom 2 (O): -0.83, atom 3 (O): -0.67, atom 4 (N): -0.82, atom 5 (C): 0.67, atom 6 (C): 0.77

=====

ORCA calculation (wB97M-V/def2-TZVPD) on an isolated ion of composition C4H8NO3 and charge -1.

```
16
C4H8NO3 (wB97M-V/def2-TZVPD)
O -2.20 -0.56 -0.67
O -2.83 0.76 1.08
O 2.32 -0.41 -0.46
N -1.01 -0.54 1.26
C 1.05 0.08 0.06
C 0.24 -1.03 0.65
C 0.41 0.89 -1.04
C -2.10 -0.06 0.48
H 2.40 -0.12 -1.37
H -0.28 -1.62 -0.13
H -0.86 0.12 2.02
H 1.12 1.61 -1.49
H 0.76 -1.68 1.35
H 1.36 0.73 0.91
H -0.41 1.58 -0.80
H 0.03 0.25 -1.84
```

## Properties
LUMO level in eV: 3.60
Net charge: -1
Structure (SMILES): C[C@H](O)CNC(=O)[O-]
Gap between HOMO and LUMO in hartree: 0.285
Spin multiplicity: 1
HOMO energy in eV: -4.15

Atom charges from the natural (NBO) analysis, given in e for atoms 1 to 6: atom 1 (O): -0.82, atom 2 (O): -0.80, atom 3 (O): -0.75, atom 4 (N): -0.70, atom 5 (C): 0.09, atom 6 (C): -0.27

=====

ORCA calculation (wB97M-V/def2-TZVPD) on a 2-piece molecular cluster, C4H8NO3 overall.

```
16
C4H8NO3 (wB97M-V/def2-TZVPD)
O 1.93 -1.60 -0.93
O -1.98 0.48 3.09
O 0.46 0.09 -0.76
N -1.37 1.30 1.05
C 1.50 -0.46 -1.18
C -1.66 0.28 1.92
C -1.70 -1.05 1.26
C 2.38 0.35 -2.20
H 2.82 -0.39 -2.87
H 1.70 0.97 -2.78
H -1.48 2.23 1.44
H -0.61 1.14 0.39
H -1.44 -0.99 0.21
H -1.02 -1.79 1.68
H -2.71 -1.45 1.36
H 3.19 0.87 -1.69
```

## Properties
LUMO level in eV: 3.94
Net charge: -1
Gap between HOMO and LUMO in hartree: 0.310
Spin multiplicity: 1
HOMO energy in eV: -4.48

Atom charges from the natural (NBO) analysis, given in e for atoms 1 to 6: atom 1 (O): -0.77, atom 2 (O): -0.66, atom 3 (O): -0.84, atom 4 (N): -0.85, atom 5 (C): 0.79, atom 6 (C): 0.69

=====

ORCA calculation (wB97M-V/def2-TZVPD) on a 2-piece molecular cluster, C4H8NO3 overall.

```
16
C4H8NO3 (wB97M-V/def2-TZVPD)
O 0.30 2.19 1.43
O -1.83 -3.20 -1.66
O -0.44 -1.55 -1.09
N 1.50 0.36 0.60
C 1.15 1.75 0.63
C -1.42 -2.28 -0.85
C -2.02 -1.99 0.54
C 1.57 2.51 -0.50
H 1.06 2.02 -1.47
H -1.45 -2.57 1.26
H 2.66 2.37 -0.86
H -1.84 -0.83 0.87
H 0.77 -0.25 1.15
H 1.37 3.62 -0.39
H 1.73 0.00 -0.23
H -3.10 -2.16 0.58
```

## Properties
LUMO level in eV: 3.40
Net charge: -1
Gap between HOMO and LUMO in hartree: 0.268
Spin multiplicity: 1
HOMO energy in eV: -3.89

Atom charges from the natural (NBO) analysis, given in e for atoms 1 to 6: atom 1 (O): -0.62, atom 2 (O): -0.81, atom 3 (O): -0.80, atom 4 (N): -0.83, atom 5 (C): 0.65, atom 6 (C): 0.75